Entry 1:
Formula: C28H56BrO14PdS7
Source: the Open Molecules 2025 dataset
Level of theory: wB97M-V/def2-TZVPD

* lowest unoccupied orbital energy (alpha / beta): -1.5 / -3.4 eV
* E: -207966.847 eV
* molecular weight: 1027.54 u
* <S²>: 2.0049

```
! wB97M-V def2-TZVPD RIJCOSX def2/J DEFGRID3
* xyz 1 3
Pd -11.40301 23.06591 15.75253
Br -11.28498 24.75097 13.46062
C -16.17322 25.66227 12.65237
C -15.60269 26.92982 13.40865
C -15.01118 26.55822 14.85407
S -15.17211 24.62127 14.90467
O -16.43817 24.30194 15.48152
O -13.91034 24.04034 15.42571
C -15.25657 24.54293 13.05146
H -16.20607 25.86050 11.58105
H -17.16089 25.46440 13.06887
H -16.35703 27.70233 13.55793
H -14.93577 27.44084 12.71425
H -15.54919 26.97493 15.70554
H -13.95434 26.81971 14.90692
H -15.65163 23.56213 12.78681
H -14.29037 24.76485 12.59835
C -10.00718 22.12793 20.88287
C -8.69190 22.79439 20.60957
C -8.38118 22.64555 19.09514
S -9.39635 21.32607 18.36646
O -8.57794 20.19459 17.86035
O -10.40462 21.98221 17.47026
C -10.13582 20.91503 19.97984
H -10.72589 22.92282 20.68365
H -10.18259 21.95657 21.94493
H -7.95865 22.23804 21.19346
H -8.58231 23.80489 21.00326
H -7.33310 22.42980 18.88757
H -8.55891 23.55739 18.52501
H -9.40203 20.19884 20.34963
H -11.09493 20.41146 19.85890
C -7.40373 19.94600 12.93399
C -6.90467 21.19692 12.35983
C -7.79073 22.36801 12.94287
S -8.16806 21.94532 14.70890
O -9.63667 22.14320 14.88095
O -7.21957 22.67128 15.61647
C -7.61804 20.12286 14.43671
H -6.74589 19.09221 12.77160
H -8.27948 19.71976 12.32574
H -6.91762 21.13728 11.27154
H -5.91692 21.31079 12.80644
H -8.72095 22.18962 12.40346
H -7.33865 23.35412 12.83662
H -8.47431 19.55969 14.80785
H -6.72172 19.97944 15.04016
C -11.65377 19.15859 11.45014
C -11.67536 18.41570 12.83415
C -12.76758 19.05552 13.73192
S -12.76098 20.88066 13.27370
O -12.09397 21.65430 14.28787
O -14.05470 21.33835 12.82457
C -11.66817 20.72289 11.77481
H -12.51754 18.75843 10.91922
H -10.83902 18.87085 10.78570
H -10.71848 18.49702 13.34977
H -11.96443 17.36792 12.75235
H -12.48004 18.93843 14.77677
H -13.79413 18.73948 13.54646
H -10.66980 21.05965 12.05400
H -11.94103 21.38111 10.94994
C -16.60913 21.11627 18.02676
C -16.67370 20.28567 16.72578
C -15.22298 19.98851 16.15595
S -14.11646 20.71335 17.40501
O -13.04439 21.46714 16.74982
O -13.71714 19.72616 18.35775
C -15.37503 21.92368 18.08334
H -16.68695 20.42124 18.86281
H -17.45320 21.80591 18.02016
H -17.17245 20.82218 15.91862
H -17.26659 19.38249 16.87017
H -15.07079 20.50795 15.20984
H -14.98013 18.94331 15.96440
H -15.51511 22.70877 17.34031
H -15.14031 22.28869 19.08323
C -12.54387 27.20216 19.81944
C -13.58260 27.03136 18.76836
C -14.05653 25.61062 18.58066
S -12.65612 24.50465 18.95763
O -12.11053 23.89458 17.73367
O -13.06125 23.57526 20.03774
C -11.57149 25.93553 19.52765
H -12.98291 27.19129 20.81704
H -12.16387 28.22206 19.87845
H -13.27780 27.40699 17.79158
H -14.40782 27.71155 18.97919
H -14.59894 25.31737 17.68183
H -14.68174 25.44212 19.45748
H -10.84751 26.12235 18.73452
H -11.02864 25.73220 20.45072
C -7.79417 27.64205 15.29561
C -9.23370 28.12301 15.19956
C -10.08127 27.38611 16.20213
S -9.02054 25.86372 16.63551
O -9.79606 24.60010 16.39682
O -8.34855 26.11567 17.91203
C -7.71197 26.10687 15.34337
H -7.28007 28.08020 16.15109
H -7.29254 28.20095 14.50561
H -9.51944 27.97556 14.15807
H -9.37433 29.15836 15.50999
H -10.98606 26.93201 15.79809
H -10.38888 27.90666 17.10905
H -7.98106 25.53289 14.45665
H -6.76189 25.76597 15.75474
*
```

=====

Entry 2:
Formula: C18H26Cl2F7NO3
Source: the Open Molecules 2025 dataset
Level of theory: wB97M-V/def2-TZVPD

* lowest unoccupied orbital energy (alpha / beta): 2.0 / 2.0 eV
* E: -70786.745 eV
* molecular weight: 508.30 u
* <S²>: 0.7543

```
! wB97M-V def2-TZVPD RIJCOSX def2/J DEFGRID3
* xyz -1 2
C -1.79826 -1.35576 -0.08137
C -1.89623 -1.14507 1.40657
Cl -3.44056 -1.62836 2.03244
C -0.98809 -0.64535 2.24926
Cl -1.41885 -0.55564 3.94497
C 0.38934 -0.02541 1.90353
C 0.09999 1.44436 1.50076
F -0.48652 1.47759 0.28404
F 1.27063 2.13597 1.37479
C -0.78334 2.26781 2.47347
F -0.51810 3.58349 2.31338
F -2.08310 2.07620 2.18175
C 1.32379 -0.13262 3.12956
C 2.86242 -0.05984 2.97291
C 3.44706 1.35758 2.89003
C 3.45758 -0.67526 4.23978
N 3.26636 -0.91510 1.80874
O 3.61731 -2.10618 2.11702
C 2.54949 -0.78118 0.49512
C 2.89010 -2.01389 -0.34336
C 3.02098 0.45617 -0.30440
C 1.02674 -0.83066 0.74968
H -0.94332 -1.97163 -0.34901
H -2.68259 -1.88079 -0.43092
H -1.75868 -0.41662 -0.63401
H -0.62024 2.00380 3.51894
H 1.04344 0.58764 3.90306
H 1.12354 -1.12399 3.54017
H 2.94725 1.99334 3.62520
H 4.50874 1.31882 3.14556
H 3.35110 1.83688 1.92587
H 2.99112 -1.62360 4.50071
H 3.31166 0.02789 5.06440
H 4.52682 -0.83969 4.10627
H 3.97268 -2.13040 -0.40947
H 2.48880 -1.86769 -1.34878
H 2.46789 -2.92719 0.07215
H 3.53060 0.12245 -1.20958
H 3.73400 1.06155 0.24517
H 2.19458 1.09594 -0.61248
H 0.78109 -1.87313 0.96481
H 0.55185 -0.57693 -0.19653
C -3.53034 2.21660 -4.68064
C -3.97362 1.18202 -5.71120
O -3.24275 -0.01843 -5.69549
C -3.78796 -1.07628 -4.80758
O -5.06126 -1.08938 -4.63519
C -3.02384 -0.99128 -3.44331
F -1.70170 -0.66093 -3.53073
F -3.03392 -2.21616 -2.84353
F -3.54924 -0.14087 -2.53752
H -2.44009 2.28601 -4.65976
H -3.93442 3.19748 -4.94924
H -3.87821 1.97280 -3.67854
H -3.82663 1.60531 -6.71207
H -5.03894 0.95775 -5.59280
H -3.30614 -1.97011 -5.28261
*
```

=====

Entry 3:
Formula: C32H84O32PbS10
Source: the Open Molecules 2025 dataset
Level of theory: wB97M-V/def2-TZVPD

* lowest unoccupied orbital energy: -0.9 eV
* E: -213654.287 eV
* molecular weight: 1508.86 u

```
! wB97M-V def2-TZVPD RIJCOSX def2/J DEFGRID3
* xyz 0 1
Pb -7.15237 -7.01602 -18.32583
O -7.65087 -8.37166 -16.23069
C -8.56010 -9.41450 -16.51250
C -9.46958 -9.38080 -17.73879
O -9.03781 -8.75342 -18.90949
H -9.18097 -9.66942 -15.65364
H -7.96072 -10.32099 -16.59690
H -10.39610 -8.94003 -17.37086
H -9.86640 -10.34862 -18.04531
O -14.17039 -5.93790 -20.63464
S -13.70484 -6.89821 -19.68493
O -14.28788 -6.93560 -18.33384
O -13.75158 -8.38242 -20.47700
C -13.55813 -9.56850 -19.65548
C -14.94085 -10.17406 -19.81158
C -11.83293 -6.68479 -19.60135
H -13.47696 -9.25458 -18.61482
H -12.66524 -10.08652 -20.00549
H -15.55498 -9.84206 -18.97450
H -14.80286 -11.25455 -19.77154
H -15.45498 -9.98740 -20.75442
H -11.61526 -5.61700 -19.62492
H -11.36991 -7.16972 -20.46074
H -11.30314 -7.12047 -18.75423
O -8.29720 -5.03716 -14.75259
S -6.86984 -5.23074 -14.90974
O -6.30791 -5.59657 -16.20793
O -6.11911 -3.83489 -14.33773
C -4.74012 -3.70970 -14.25253
C -4.40569 -2.60314 -13.24672
C -6.21127 -6.49776 -13.65705
H -4.08119 -3.46027 -15.08421
H -4.24676 -4.60622 -13.87709
H -3.37379 -2.41594 -12.94964
H -4.87701 -2.91977 -12.31630
H -4.76924 -1.64335 -13.61377
H -6.88212 -7.29932 -13.96617
H -6.42679 -6.13120 -12.65342
H -5.13032 -6.52365 -13.79478
O -5.44399 -12.38050 -14.89785
S -6.45430 -12.10285 -13.88956
O -7.85012 -12.38206 -14.11140
O -5.97557 -12.92650 -12.51301
C -4.64541 -12.75551 -12.05202
C -4.73213 -12.19342 -10.64974
C -6.28904 -10.30591 -13.28448
H -3.94700 -12.31513 -12.76363
H -4.21536 -13.74752 -11.91390
H -3.68867 -12.13146 -10.34078
H -5.16327 -12.85190 -9.89569
H -5.07232 -11.15788 -10.65636
H -6.96736 -10.19304 -12.43875
H -6.72584 -9.71718 -14.09113
H -5.28872 -10.00650 -12.97174
O -13.94107 -13.61739 -15.66755
S -13.96492 -12.21300 -16.00186
O -15.04090 -11.76454 -16.82644
O -13.89389 -11.29774 -14.64455
C -12.83354 -11.52854 -13.75428
C -13.31525 -11.34650 -12.27152
C -12.38622 -11.71146 -16.75231
H -12.09777 -10.79203 -14.07722
H -12.32487 -12.47103 -13.95691
H -13.43544 -10.30623 -11.96904
H -12.72692 -11.86594 -11.51511
H -14.32365 -11.70677 -12.06795
H -12.29122 -12.17717 -17.73322
H -11.62638 -12.09101 -16.06916
H -12.32005 -10.62799 -16.85142
O -9.92898 -13.80714 -22.25526
S -9.89943 -12.48305 -22.86239
O -8.87354 -12.17109 -23.85222
O -11.39581 -12.09802 -23.48302
C -12.49438 -12.61678 -22.80383
C -13.61965 -11.93412 -23.57964
C -9.85532 -11.10002 -21.52527
H -12.35892 -12.24600 -21.78783
H -12.64852 -13.69443 -22.85872
H -14.50014 -12.05015 -22.94769
H -13.74726 -12.46181 -24.52482
H -13.49130 -10.86687 -23.76020
H -9.58077 -10.24278 -22.13997
H -9.06798 -11.17118 -20.77485
H -10.81819 -10.91583 -21.04877
O -4.86636 -13.70040 -21.03308
S -6.07070 -13.63230 -21.85953
O -7.16198 -14.56352 -21.78282
O -6.65810 -12.04926 -21.72158
C -5.80114 -10.97130 -21.41806
C -5.74848 -10.64271 -19.94284
C -5.58864 -13.63728 -23.59625
H -6.32296 -10.19548 -21.97834
H -4.79557 -10.99408 -21.83806
H -5.21515 -9.71486 -19.73607
H -5.32991 -11.40518 -19.28593
H -6.77398 -10.46498 -19.61903
H -4.71409 -12.99652 -23.70888
H -6.52550 -13.25611 -24.00259
H -5.41935 -14.61830 -24.04015
O -13.72558 -8.11145 -13.76096
S -12.47704 -7.60104 -13.28525
O -12.49583 -6.62896 -12.19152
O -11.58797 -8.94381 -12.87206
C -10.39039 -8.78047 -12.01130
C -9.77579 -10.12890 -11.74963
C -11.49091 -7.09326 -14.77634
H -10.68811 -8.28574 -11.08680
H -9.55972 -8.23460 -12.45865
H -10.42624 -10.91517 -11.36650
H -8.98362 -10.06445 -11.00370
H -9.30383 -10.54851 -12.63804
H -10.57355 -6.70904 -14.33033
H -12.01584 -6.46273 -15.49397
H -11.31352 -8.00639 -15.34452
O -8.15954 -4.85991 -22.86129
S -8.77833 -5.69316 -21.87125
O -8.26502 -5.80482 -20.53701
O -10.37387 -5.31937 -21.76691
C -11.08909 -5.01432 -22.92355
C -11.97430 -3.83331 -22.50151
C -8.90158 -7.38068 -22.52474
H -11.79216 -5.81571 -23.15065
H -10.56471 -4.77596 -23.84892
H -12.57259 -3.52403 -23.35854
H -11.33398 -2.95624 -22.40751
H -12.60445 -3.97682 -21.62377
H -9.75410 -7.28379 -23.19699
H -9.17554 -8.10884 -21.76131
H -8.01841 -7.67179 -23.09340
O -8.86175 -15.02538 -19.63027
S -8.94944 -14.52134 -18.27309
O -10.32032 -14.17557 -17.81370
O -8.16729 -15.68618 -17.30040
C -7.77351 -15.41986 -15.90255
C -9.04974 -15.28718 -15.17218
C -7.83694 -13.07289 -18.07877
H -7.26494 -14.45830 -15.83282
H -7.25858 -16.31104 -15.54374
H -8.90675 -15.06591 -14.11450
H -9.69340 -16.12728 -15.43302
H -9.65046 -14.43248 -15.48320
H -6.81336 -13.42535 -17.95162
H -8.12528 -12.58610 -17.14711
H -7.86937 -12.41785 -18.94939
O -3.63056 -7.34515 -15.63812
S -3.80079 -8.07740 -16.86362
O -4.68088 -7.52629 -17.90673
O -2.29581 -8.49618 -17.56460
C -1.24732 -8.68860 -16.71448
C 0.00131 -8.76570 -17.57158
C -4.28843 -9.84772 -16.35866
H -1.32506 -9.63820 -16.18503
H -1.26180 -7.87750 -15.98647
H 0.15392 -7.78117 -18.01375
H 0.02119 -9.39448 -18.46171
H 0.80528 -9.10256 -16.91717
H -3.86828 -10.14311 -15.39725
H -3.78660 -10.42433 -17.13571
H -5.37175 -9.96682 -16.34080
*
```

=====

Entry 4:
Formula: CH3N2O2S
Source: the Open Molecules 2025 dataset
Level of theory: wB97M-V/def2-TZVPD

* lowest unoccupied orbital energy: -5.2 eV
* SMILES: C#[N+]S(N)(=O)=O
* E: -18985.405 eV
* molecular weight: 107.11 u

```
! wB97M-V def2-TZVPD RIJCOSX def2/J DEFGRID3
* xyz 1 1
C -1.22227 1.90931 -0.20283
N -0.56873 1.09984 0.19523
S 1.07559 -0.32296 0.22698
N 0.11027 -1.60045 0.04418
O 1.30016 0.18238 -1.06397
O 1.80133 -0.16861 1.36124
H -1.78122 2.68896 -0.47718
H -0.47673 -1.43286 -0.75018
H -0.23840 -2.35560 0.66653
*
```